14
Properties=species:S:1:pos:R:3:lowdin_charge:R:1 method="wB97M-V/def2-TZVPD" total_charge=0 lumo_energy_ev=0.682 homo_ev=-9.00
H 1.697 -1.254 0.824 0.039
N 1.949 -0.347 1.198 0.121
C 1.140 0.573 0.884 -0.173
C -0.135 0.461 0.096 -0.591
N -1.365 0.231 0.930 0.076
N -0.187 1.148 -1.136 0.137
C -0.338 -0.584 -0.926 -0.208
O 0.637 -1.473 -1.215 0.022
H 1.326 1.590 1.234 0.106
H -1.714 1.107 1.297 0.065
H -1.291 -0.458 1.674 0.085
H -1.128 1.424 -1.406 0.070
H -1.326 -0.862 -1.285 0.137
H 0.736 -1.555 -2.170 0.115